No. 1
A molecular structure, C11H13IrNO3S, computed with wB97M-V/def2-TZVPD.

Summary:
Charge: +1
Energy above the lowest of the compared OMol25 structures with the same formula, charge and spin in kcal per mole: 0.0
Orbital gap (spin up / spin down) in eV: 8.62 / 6.06
Spin multiplicity: 5
HOMO energy (spin up / spin down) in eV: -12.55 / -12.55

Each line ends with the Mulliken charge.
Atoms and positions in Å:
Ir  1.96184  0.79495  0.67014  1.09
C  -1.28889  2.65442  -1.70626  -1.54
C  -0.64179  1.94520  -0.55958  1.62
O  0.59848  1.84103  -0.60285  -0.71
C  -1.43832  1.43353  0.54877  -0.16
C  -2.83650  1.54163  0.49669  -0.61
C  -3.63041  1.10110  1.53378  -0.86
C  -3.04138  0.55310  2.67297  -0.41
C  -1.67124  0.44625  2.76971  -0.56
C  -0.85823  0.87190  1.71401  1.09
O  0.45154  0.74303  1.88685  -0.81
H  -0.52118  2.97924  -2.40169  0.33
H  -1.85123  3.51830  -1.35056  0.44
H  -1.98783  1.99102  -2.21707  0.43
H  -3.30490  1.97699  -0.37369  0.39
H  -4.70546  1.18773  1.46712  0.42
H  -3.66352  0.21524  3.49074  0.41
H  -1.19059  0.03630  3.64681  0.46
N  5.06516  0.33839  0.45761  -0.48
C  3.93886  0.58230  0.57252  0.26
C  1.00389  -2.87989  -2.12239  -0.99
S  2.11796  -1.68499  -1.41324  0.53
C  3.28679  -2.78916  -0.64111  -0.88
O  1.27886  -1.11296  -0.24329  -0.52
H  0.63178  -3.53360  -1.33574  0.32
H  1.54906  -3.44313  -2.87896  0.42
H  0.18809  -2.33253  -2.58818  0.34
H  3.78858  -3.35931  -1.42226  0.41
H  2.75435  -3.44283  0.04772  0.31
H  4.01624  -2.17324  -0.11855  0.27

No. 2
3 unconnected molecules or ions with the total composition C39H40NO6Si in a non-equilibrium geometry, computed with wB97M-V/def2-TZVPD.

Summary:
Charge: -1
Orbital gap in eV: 4.30
Spin multiplicity: 1
HOMO energy in eV: -4.36

Each line ends with the Mulliken charge.
Atoms and positions in Å:
C  3.23087  -2.85031  10.75660  -1.00
C  1.58757  -2.76130  10.55288  -0.23
C  1.23452  -3.66403  9.20955  -0.74
C  0.74866  -2.73985  7.91933  0.55
C  1.33827  -3.34140  6.51374  -0.88
C  2.38957  -2.36393  5.72195  -0.48
Si  1.68135  -0.65076  5.19977  -0.16
C  2.26967  -0.08102  3.41536  0.14
C  3.90965  0.05126  3.33457  -0.97
C  2.31879  0.77074  6.39576  -0.57
N  2.85443  0.24629  7.70953  -0.10
C  2.13121  0.99522  8.84801  -0.81
C  -0.27719  -0.62990  5.21707  0.68
O  -0.86424  0.57880  5.42644  -0.73
O  -1.12465  -1.81249  4.99520  -0.76
H  3.57258  -2.02845  11.52835  0.30
H  3.74739  -2.59149  9.72888  0.20
H  3.56928  -3.90573  11.18222  0.30
H  1.03274  -3.27469  11.46535  0.28
H  1.20054  -1.64087  10.43907  0.20
H  0.32371  -4.35214  9.47727  0.27
H  2.19056  -4.30617  8.98214  0.32
H  1.06681  -1.64176  8.16736  -0.56
H  -0.43865  -2.82495  7.86087  0.28
H  1.95442  -4.32169  6.80513  0.42
H  0.44068  -3.73550  5.84730  0.24
H  2.66672  -2.93116  4.70866  0.32
H  3.42075  -2.30070  6.31863  0.24
H  1.78289  0.98295  3.24947  -0.21
H  1.79961  -0.81097  2.63093  0.31
H  4.17419  0.54349  2.28291  0.33
H  4.36969  0.76710  4.16106  0.21
H  4.45837  -1.00119  3.32620  0.22
H  3.13257  1.42302  5.83353  0.07
H  1.35144  1.40971  6.65750  0.27
H  3.87064  0.44994  7.83519  0.26
H  2.68927  0.72601  9.86733  0.24
H  0.99936  0.64627  8.94300  0.25
H  2.11173  2.17332  8.65900  0.31
C  -0.59386  0.67471  1.16987  -0.56
C  0.14952  1.85389  1.21378  -0.49
C  0.77123  2.33083  0.05867  -0.59
C  0.65938  1.61968  -1.14226  0.26
C  -0.06338  0.42792  -1.18032  0.35
C  -0.70135  -0.03986  -0.02408  -0.73
C  -0.14673  -0.35615  -2.42947  0.51
O  -0.78439  -1.40132  -2.46465  -0.70
C  0.55628  0.13273  -3.63232  0.14
C  0.53372  -0.62991  -4.80736  -0.43
C  1.18481  -0.16842  -5.95341  -0.44
C  1.85047  1.05687  -5.93232  -0.47
C  1.87929  1.81601  -4.76155  -0.63
C  1.23894  1.34793  -3.60648  0.25
C  1.30545  2.14111  -2.36318  0.50
O  1.89420  3.21588  -2.34250  -0.70
H  -1.08605  0.30779  2.06790  0.48
H  0.24380  2.40409  2.14735  0.57
H  1.34563  3.25486  0.09925  0.44
H  -1.27869  -0.96239  -0.04949  0.48
H  0.01359  -1.58615  -4.83316  0.48
H  1.17046  -0.76467  -6.86322  0.38
H  2.35160  1.42002  -6.82698  0.40
H  2.40511  2.76931  -4.75121  0.45
C  -2.75864  2.44953  -12.53748  -0.44
C  -1.53668  2.31605  -11.87868  -0.51
C  -1.49953  1.84817  -10.56415  -0.51
C  -2.68963  1.52398  -9.90155  0.21
C  -3.91295  1.68080  -10.55195  0.24
C  -3.94693  2.13373  -11.87724  -0.59
C  -5.17748  1.38915  -9.84626  0.56
O  -6.25234  1.52325  -10.41804  -0.69
C  -5.12831  0.94231  -8.43985  0.46
C  -6.32157  0.71791  -7.74083  -0.65
C  -6.28397  0.28234  -6.41449  -0.40
C  -5.05833  0.06115  -5.78700  -0.61
C  -3.86807  0.28926  -6.47916  -0.68
C  -3.90359  0.74018  -7.80534  0.17
C  -2.63941  1.01284  -8.51730  0.42
O  -1.56182  0.82313  -7.96504  -0.63
H  -2.78700  2.80542  -13.56503  0.38
H  -0.61147  2.57427  -12.38905  0.40
H  -0.54154  1.74156  -10.05791  0.47
H  -4.89741  2.24566  -12.39599  0.45
H  -7.28270  0.88516  -8.22442  0.45
H  -7.21170  0.11373  -5.87193  0.39
H  -5.02876  -0.28510  -4.75614  0.44
H  -2.91495  0.11910  -5.98118  0.71

No. 3
C3H3N5 in the gas phase in a non-equilibrium geometry, computed with wB97M-V/def2-TZVPD.

Summary:
Energy above the lowest of the compared OMol25 structures with the same formula, charge and spin in kcal per mole: 85.5
Orbital gap in eV: 8.90
Spin multiplicity: 1
HOMO energy in eV: -10.39
SMILES: [H]/N=c1/nccnnn1

Each line ends with the Mulliken charge.
Atoms and positions in Å:
H  2.78340  -0.70423  0.49513  0.30
N  2.21986  0.16088  0.72178  -0.56
C  1.17162  0.08724  -0.07414  0.42
N  0.35868  1.28790  -0.51583  -0.37
C  -0.86767  1.12619  -0.33696  -0.01
C  -1.58225  -0.01590  0.31564  -0.04
N  -1.11656  -1.25470  0.41535  -0.29
N  -0.06304  -1.77669  -0.45363  -0.08
N  0.97596  -1.06163  -0.86210  -0.17
H  -1.50135  1.95789  -0.62679  0.36
H  -2.37864  0.19306  0.92155  0.45

No. 4
H2NPS2 in the gas phase in a non-equilibrium geometry, computed with wB97M-V/def2-TZVPD.

Summary:
Energy above the lowest of the compared OMol25 structures with the same formula, charge and spin in kcal per mole: 15.9
Orbital gap in eV: 7.65
Spin multiplicity: 1
HOMO energy in eV: -8.02
SMILES: Np1ss1

Each line ends with the Mulliken charge.
Atoms and positions in Å:
N  -0.19588  0.17225  -0.24762  -0.46
P  -0.23579  0.50185  -1.91281  0.30
S  1.56598  1.58708  -2.51306  -0.15
S  1.56856  -0.30712  -3.46375  -0.23
H  -0.75441  -0.67233  -0.08577  0.27
H  0.52948  0.48675  0.44701  0.26

No. 5
A gas-phase ion, C4H11N2O (charge +1) in a non-equilibrium geometry, computed with wB97M-V/def2-TZVPD.

Summary:
Charge: +1
Energy above the lowest of the compared OMol25 structures with the same formula, charge and spin in kcal per mole: 52.8
Orbital gap in eV: 10.39
Spin multiplicity: 1
HOMO energy in eV: -14.92
SMILES: C[C@H](N)CC(=[NH2+])O

Each line ends with the Mulliken charge.
Atoms and positions in Å:
C  1.51590  1.01969  -1.77418  -1.41
C  0.31765  0.30163  -1.07167  0.53
N  -0.89055  1.07125  -0.82570  -0.69
C  0.92485  -0.40904  0.22654  -0.98
C  -0.18642  -0.72354  1.15642  0.57
N  -0.96931  -1.84800  1.17440  -0.31
O  -0.64348  0.38441  1.61842  -0.47
H  1.21175  1.32285  -2.77585  0.41
H  1.87424  1.93285  -1.21377  0.37
H  2.38818  0.23933  -1.90995  0.34
H  -0.04671  -0.58003  -1.72582  0.28
H  -1.36128  0.98934  -1.73002  0.29
H  -0.80967  2.08641  -0.85353  0.27
H  1.85586  0.16083  0.49665  0.40
H  1.31133  -1.32499  -0.12431  0.44
H  -1.83522  -1.89189  1.72130  0.28
H  -0.76390  -2.65234  0.57092  0.26
H  -1.08956  0.94715  0.93344  0.43

No. 6
2 unconnected molecules or ions with the total composition C16H26BFNO7 in a non-equilibrium geometry, computed with wB97M-V/def2-TZVPD.

Summary:
Charge: +1
Orbital gap in eV: 7.47
Spin multiplicity: 1
HOMO energy in eV: -11.91

Each line ends with the Mulliken charge.
Atoms and positions in Å:
C  -1.02935  -4.31132  0.85897  -0.40
O  -2.33101  -3.77203  0.91916  -0.39
C  -2.60644  -2.77897  -0.05251  0.15
C  -3.65964  -1.81986  0.48779  -1.06
C  -3.14555  -0.47245  1.01859  0.36
C  -3.03778  -0.36271  2.52285  -0.71
O  -1.94645  -1.12273  3.09535  -0.34
C  -0.86478  -0.37453  3.38785  -0.44
O  -0.79931  0.36961  4.29530  -0.41
C  0.28205  -0.68958  2.46916  0.90
C  0.79854  -1.96872  2.63190  0.00
C  1.82792  -2.35685  1.81016  -0.63
F  2.36061  -3.55143  1.87929  -0.31
N  2.31800  -1.53499  0.88539  0.18
C  1.82323  -0.28926  0.69551  0.00
C  2.48046  0.48203  -0.42299  -1.10
O  1.69056  0.49133  -1.61378  -0.09
O  0.82734  -0.62963  -1.63257  -0.38
C  0.78700  0.19454  1.48516  0.99
B  0.15979  1.67209  1.32492  0.26
C  -0.33666  2.29620  -0.02570  -0.67
O  0.05402  2.38158  2.48463  -0.56
H  -0.76150  -4.63228  1.86176  0.24
H  -1.01416  -5.17330  0.19415  0.36
H  -0.29726  -3.57466  0.52432  -0.03
H  -2.97618  -3.26234  -0.95726  0.47
H  -1.69702  -2.23179  -0.32110  -0.23
H  -4.30132  -1.57779  -0.35750  0.45
H  -4.29200  -2.31966  1.21368  0.36
H  -3.88797  0.27263  0.73463  0.48
H  -2.22667  -0.16826  0.51590  -0.52
H  -2.92162  0.68469  2.80269  0.34
H  -3.95774  -0.70047  2.98505  0.45
H  0.40028  -2.62808  3.38262  0.67
H  3.06874  -1.89437  0.30421  0.31
H  3.40901  -0.03508  -0.67425  0.39
H  2.68522  1.50306  -0.12419  0.43
H  -0.05654  -0.23749  -1.56008  0.32
H  -0.56781  3.34249  0.15472  0.35
H  0.36896  2.26386  -0.84823  0.19
H  -1.28264  1.82466  -0.30788  0.27
H  -0.84715  2.67677  2.65882  0.34
C  2.37694  4.68252  -3.98939  -1.20
C  2.03012  3.23295  -3.76216  0.89
O  1.02242  2.90705  -3.17378  -0.55
C  2.99500  2.20732  -4.30602  -1.06
H  1.60587  5.31366  -3.55420  0.32
H  3.33533  4.91663  -3.52319  0.34
H  2.44275  4.88730  -5.05861  0.35
H  3.97880  2.34224  -3.85263  0.31
H  3.08552  2.31698  -5.38721  0.42
H  2.63008  1.20845  -4.07931  0.17

Short version: electronic energy = -32914.171, -62742.014, -10605.157, -32481.658, -9346.567, -36220.902 eV, in the order given.